(1)
# CH6P2S

2 unconnected molecules or ions with the total composition CH6P2S (wB97M-V/def2-TZVPD, the OMol25 dataset).

The geometry in XYZ format:
```
10
Properties=species:S:1:pos:R:3:forces:R:3:lowdin_charge:R:1
C 1.1930 -0.9650 -0.0053 -0.36 0.18 0.01 -0.44
P 0.3461 0.3445 -1.0348 0.39 -0.62 -0.49 0.43
P -1.2090 0.8571 0.3752 -0.99 2.77 -0.85 0.11
S -2.6116 -0.5641 -0.2011 -0.04 -0.16 -0.36 0.19
H 1.1822 -0.7237 1.0584 0.05 -0.07 -0.03 0.01
H 2.2196 -1.0682 -0.3404 0.15 0.02 -0.08 0.02
H 0.6865 -1.9147 -0.1670 -0.01 -0.03 0.04 0.02
H 1.1283 1.4185 -0.5939 0.13 0.32 0.07 -0.12
H -1.7419 2.6607 -0.8370 0.73 -2.40 1.53 0.00
H -3.4163 -0.3545 0.8441 -0.04 -0.01 0.15 -0.21
```
Forces are in eV/Å.

Orbital gap = 7.94 eV

(2)
# C31H37MnN7O4

A molecular structure, C31H37MnN7O4 (wB97M-V/def2-TZVPD, the OMol25 dataset).

The geometry in XYZ format:
```
80
Properties=species:S:1:pos:R:3:forces:R:3:lowdin_charge:R:1
Mn -0.3185 -0.5617 -0.7167 2.77 0.20 -0.74 0.57
N 1.6390 -0.7367 0.7420 -0.32 -0.12 -0.30 0.05
C 2.2777 0.5489 1.0436 -0.35 0.13 0.04 -0.24
C 2.6486 0.6188 2.5570 0.18 0.23 -0.06 -0.12
C 4.1180 0.8313 2.9656 -0.09 0.07 -0.23 -0.17
C 4.5782 2.2903 3.0468 -0.13 -0.42 0.28 -0.16
N 4.3999 3.0512 1.8324 -1.06 0.13 -0.29 0.10
C 5.3315 3.3920 0.9728 -0.28 0.25 -0.41 -0.44
N 6.6153 3.0413 1.0949 0.18 0.02 -0.13 0.21
N 4.9697 4.1619 -0.0605 0.09 -0.22 0.11 0.22
C 1.2644 1.6611 0.6451 0.68 0.27 0.27 -0.61
O 1.6430 2.8491 0.7163 0.35 -0.30 0.25 -0.01
O 0.1208 1.2686 0.3098 -0.69 -0.20 -0.35 -0.03
H 1.1112 -1.0138 1.5612 0.04 -0.07 -0.01 0.08
H 2.3227 -1.4672 0.5805 -0.02 -0.03 -0.13 0.11
H 3.1578 0.6630 0.4064 0.01 -0.01 -0.01 0.15
H 2.3506 -0.3421 2.9800 -0.02 0.08 0.11 0.11
H 2.0446 1.3857 3.0491 -0.09 -0.03 0.00 0.13
H 4.7778 0.2536 2.3108 0.02 0.03 -0.02 0.12
H 4.2432 0.4334 3.9749 0.06 -0.07 -0.03 0.12
H 5.6209 2.3276 3.3655 -0.05 0.10 0.04 0.12
H 3.9925 2.7984 3.8146 0.08 0.00 0.06 0.13
H 3.4045 3.2228 1.5387 0.58 -0.25 0.12 0.14
H 6.9157 2.4392 1.8381 0.00 -0.09 -0.03 0.11
H 7.2190 3.1232 0.2899 -0.01 0.03 0.21 0.13
H 3.9967 4.3991 -0.1666 0.00 0.01 -0.18 0.13
H 5.6395 4.4455 -0.7515 -0.09 0.02 -0.13 0.13
C -2.3570 -3.1695 1.9853 -0.02 0.01 -0.01 0.02
C -1.9244 -2.0961 1.0466 0.65 -0.26 0.15 -0.23
N -0.7202 -1.9635 0.5364 -0.88 -0.64 0.27 -0.09
O 0.1844 -2.9706 0.8283 0.16 0.02 0.20 -0.01
C -2.7953 -1.0866 0.5258 -0.44 0.54 -0.62 -0.20
C -4.2690 -1.0025 0.7031 0.03 -0.04 0.03 0.03
N -2.0706 -0.3490 -0.2477 -0.65 -0.05 1.07 -0.05
O -2.5130 0.5994 -1.1268 -0.41 0.30 -0.24 0.07
H -1.5064 -3.5814 2.5238 0.00 0.01 0.01 0.09
H -2.8621 -3.9768 1.4504 0.00 0.01 0.00 0.09
H -3.0618 -2.7640 2.7100 -0.02 0.00 -0.01 0.10
H -0.2285 -3.8042 0.5619 -0.05 -0.02 -0.04 0.11
H -4.5236 -0.6606 1.7076 0.03 0.00 0.01 0.10
H -4.7060 -1.9906 0.5534 -0.03 0.02 -0.03 0.09
H -4.6985 -0.3128 -0.0197 0.00 -0.01 0.00 0.09
N 6.2018 1.4205 -3.3928 -0.09 -0.08 -0.02 0.14
C 5.1369 1.0010 -3.2642 0.49 0.14 -0.07 -0.20
C 3.8055 0.5833 -2.9741 -0.50 0.09 0.20 -0.25
C 2.8177 1.5653 -2.8726 0.13 -0.09 -0.07 -0.03
C 1.5788 1.2530 -2.3481 -0.15 -0.13 0.03 -0.11
C 1.2317 -0.0504 -1.9772 0.12 -0.01 0.22 -0.16
C 2.2038 -1.0351 -2.2075 -0.20 -0.08 -0.20 -0.10
C 3.4794 -0.7340 -2.6588 0.07 0.00 -0.10 -0.03
H 3.0251 2.5705 -3.2128 0.10 0.11 0.15 0.12
H 0.8745 2.0633 -2.2331 0.00 0.06 0.13 0.11
H 1.9622 -2.0779 -2.0358 0.06 0.01 0.14 0.09
H 4.2183 -1.5160 -2.7824 0.01 0.00 0.04 0.12
C -0.6770 -2.2124 -2.1097 0.00 0.32 0.34 -0.09
C -2.0915 -2.6524 -2.1190 0.20 -0.11 -0.14 -0.29
C -2.5136 -3.7734 -1.3983 -0.06 0.11 -0.03 -0.07
C -3.8433 -4.1740 -1.3915 -0.05 -0.05 0.01 -0.09
C -4.7881 -3.4626 -2.1133 -0.07 -0.01 0.05 -0.10
C -4.3865 -2.3556 -2.8521 0.00 0.07 -0.04 -0.07
C -3.0605 -1.9597 -2.8574 -0.01 -0.08 0.09 -0.05
H -0.3740 -1.8857 -3.1041 0.04 0.11 0.07 0.07
H -0.0266 -3.0375 -1.8097 0.05 0.05 0.01 0.06
H -1.7772 -4.3752 -0.8721 0.01 -0.02 -0.03 0.10
H -4.1398 -5.0608 -0.8435 0.01 0.00 0.01 0.11
H -5.8243 -3.7739 -2.1179 0.01 -0.02 -0.01 0.10
H -5.1152 -1.8095 -3.4385 0.01 0.01 0.00 0.11
H -2.7533 -1.1040 -3.4495 -0.04 -0.03 -0.05 0.11
C -1.4018 0.5761 -1.8839 -0.16 0.03 0.19 -0.07
C -1.4709 1.5287 -2.9611 -0.19 0.23 -0.27 -0.20
C -2.1863 2.7214 -2.7708 0.06 -0.07 0.08 0.01
C -2.2181 3.6755 -3.7691 -0.08 0.06 -0.06 -0.05
C -1.5736 3.4421 -4.9774 0.03 -0.08 0.10 -0.05
C -0.8819 2.2526 -5.1809 -0.01 -0.01 -0.17 -0.05
C -0.8210 1.3054 -4.1804 0.00 -0.25 0.24 -0.03
H -2.6714 2.9106 -1.8229 0.00 0.00 -0.01 0.13
H -2.7565 4.5998 -3.6084 0.02 0.01 -0.01 0.11
H -1.6075 4.1890 -5.7592 0.01 0.00 -0.01 0.11
H -0.3839 2.0653 -6.1227 -0.02 0.02 -0.01 0.11
H -0.2856 0.3756 -4.3206 0.06 0.04 -0.04 0.12
```
Forces are in eV/Å.

Orbital gap (alpha / beta) = 6.88 / 6.76 eV
Charge = +1

(3)
# C49H45N3O5S2

2 unconnected molecules or ions with the total composition C49H45N3O5S2 (wB97M-V/def2-TZVPD, the OMol25 dataset).

The geometry in XYZ format:
```
104
Properties=species:S:1:pos:R:3:forces:R:3:lowdin_charge:R:1
C -4.1284 3.0436 -1.6817 0.11 -0.37 0.13 -0.05
C -3.9877 2.1002 -0.6585 0.09 0.00 -0.02 -0.03
C -3.3607 0.8902 -0.9493 0.13 -0.35 0.06 -0.25
C -2.9596 0.5790 -2.2346 0.25 0.10 0.20 -0.25
C -3.0645 1.5270 -3.2525 -0.05 -0.16 -0.02 -0.03
C -3.6445 2.7649 -2.9674 0.04 -0.26 0.13 -0.05
S -2.1782 -1.0303 -2.4382 0.17 0.56 -0.91 0.72
O -3.1403 -2.0043 -2.8987 0.61 0.57 0.25 -0.26
O -0.9630 -0.7805 -3.1925 -0.94 -0.41 0.39 -0.30
C -1.8571 -1.3451 -0.7133 0.38 -1.26 0.74 -0.28
C -1.0958 -2.3576 -0.1846 -1.99 0.87 -0.91 -0.01
C -1.3065 -2.7937 1.1903 -0.24 -0.79 1.67 -0.22
C -2.6249 -3.0699 1.6189 0.24 0.01 -0.25 -0.05
C -2.9225 -3.2947 2.9601 0.30 -0.17 0.03 -0.05
C -1.8864 -3.4614 3.8814 0.04 0.19 -0.31 -0.07
C -0.5582 -3.3922 3.4406 -0.07 0.13 -0.26 -0.07
C -0.2698 -3.0343 2.1166 -0.06 0.16 -0.14 -0.01
S -3.0356 -0.4007 0.2673 -0.72 0.83 0.10 0.72
O -2.3947 0.1869 1.4207 -0.33 -0.48 -0.59 -0.27
O -4.2871 -1.1214 0.3891 0.69 0.45 0.06 -0.29
H -4.6022 4.0020 -1.4661 0.15 -0.28 -0.09 0.11
H -4.3443 2.2873 0.3549 0.15 0.06 -0.28 0.13
H -2.6780 1.2867 -4.2411 -0.12 0.13 0.17 0.13
H -3.7134 3.5171 -3.7530 -0.01 -0.21 0.21 0.11
H -0.5067 -3.0028 -0.8217 0.03 0.29 -0.02 0.11
H -3.4077 -3.1446 0.8662 0.14 0.34 0.35 0.11
H -3.9674 -3.3305 3.2727 0.33 -0.22 -0.10 0.12
H -2.1136 -3.6487 4.9323 0.11 0.01 -0.32 0.11
H 0.2566 -3.5912 4.1416 -0.24 0.11 -0.27 0.09
H 0.7669 -2.9052 1.7861 -0.28 -0.01 0.23 0.10
C 6.3053 -9.2776 1.3475 0.15 -0.25 -0.02 -0.05
C 5.7809 -7.8684 1.3438 -0.10 0.11 0.13 -0.26
C 4.5696 -7.5839 1.9666 -0.01 0.46 -0.02 0.01
C 4.0195 -6.2963 1.9426 0.02 -0.28 -0.26 -0.18
C 2.6901 -6.0657 2.5978 -0.45 -0.03 0.20 -0.03
C 4.7224 -5.2869 1.2715 0.02 -0.76 -0.01 -0.16
N 4.1409 -3.9886 1.1259 -0.57 1.53 -0.15 0.15
C 3.8443 -3.0981 2.1567 0.04 0.44 -1.33 -0.19
C 4.0207 -3.3844 3.5750 0.02 0.14 1.42 -0.15
C 3.0352 -2.8729 4.4491 0.27 -0.54 -0.35 -0.03
C 3.0151 -3.2704 5.7829 0.22 0.07 -0.03 -0.07
C 4.0291 -4.0933 6.2864 -0.02 0.08 -0.25 -0.07
C 5.0806 -4.4997 5.4561 -0.20 0.15 0.06 -0.07
C 5.0934 -4.1384 4.1108 -0.54 0.24 -0.48 -0.02
N 3.3665 -1.9702 1.6774 0.47 -0.80 -0.07 0.19
N 3.4067 -2.0901 0.2958 0.22 -0.91 1.30 0.06
C 3.1840 -0.9060 -0.4907 -0.57 0.69 -0.91 -0.10
C 3.9211 0.2473 -0.1983 -0.16 -0.09 -0.40 -0.19
C 4.9189 0.2808 0.9122 0.40 0.42 0.47 -0.05
C 3.7448 1.3712 -1.0152 -0.01 -0.28 0.03 0.00
C 2.8645 1.3762 -2.1021 -0.13 -0.36 0.33 -0.25
C 2.7588 2.5664 -3.0089 -0.07 0.27 -0.10 -0.05
C 2.0719 0.2473 -2.3159 0.45 -0.11 0.37 0.02
C 2.2458 -0.9036 -1.5387 0.38 0.44 0.24 -0.17
C 1.3885 -2.0747 -1.8141 -0.53 -0.23 -0.20 -0.05
C 3.8024 -3.3352 -0.0459 0.14 0.11 0.66 -0.07
C 3.9242 -3.7751 -1.4340 -0.05 -2.86 -2.46 -0.34
O 3.8422 -2.9012 -2.3242 1.29 0.36 0.52 0.00
C 4.0934 -5.2166 -1.7991 -0.32 2.67 1.63 -0.20
C 5.0728 -5.5593 -2.8495 0.00 0.08 -0.76 -0.07
C 3.1633 -6.1529 -1.2926 -0.08 -0.99 0.63 -0.20
C 1.9918 -5.7253 -0.6176 -0.11 -0.36 -0.11 -0.05
C 1.0440 -6.6339 -0.1551 0.28 0.03 0.06 -0.11
C 1.2392 -8.0059 -0.3235 -0.18 -0.06 0.24 -0.11
C 2.3954 -8.4655 -0.9650 0.21 0.30 -0.15 -0.10
C 3.3381 -7.5664 -1.4527 -0.21 0.25 0.09 -0.03
C 5.9772 -5.5193 0.7111 0.10 -0.39 -0.12 -0.20
C 6.7774 -4.4336 0.0570 0.56 0.06 -0.20 -0.02
C 6.4831 -6.8252 0.7390 -0.20 0.21 0.07 0.01
H 7.2603 -9.3455 0.8156 -0.16 -0.01 0.10 0.08
H 6.4593 -9.6427 2.3731 -0.03 0.12 -0.24 0.08
H 5.5991 -9.9685 0.8653 0.13 0.22 0.08 0.08
H 4.0091 -8.3798 2.4611 0.14 0.19 -0.13 0.13
H 2.1527 -5.2249 2.1423 0.07 -0.20 0.17 0.07
H 2.0591 -6.9588 2.4800 0.19 0.30 0.00 0.09
H 2.7881 -5.8699 3.6786 0.08 -0.02 -0.31 0.09
H 2.2731 -2.2102 4.0351 0.12 -0.27 0.17 0.11
H 2.1978 -2.9383 6.4236 0.29 -0.04 -0.09 0.11
H 4.0103 -4.3990 7.3328 0.00 0.05 -0.29 0.11
H 5.8834 -5.1193 5.8590 -0.20 0.24 -0.13 0.11
H 5.9156 -4.4438 3.4595 -0.31 -0.03 0.25 0.12
H 5.2697 1.3106 1.0403 0.01 -0.20 0.03 0.08
H 4.4801 -0.0608 1.8560 0.23 0.22 -0.26 0.07
H 5.8062 -0.3362 0.7068 -0.25 0.01 -0.03 0.09
H 4.3387 2.2604 -0.7936 -0.12 -0.21 -0.11 0.12
H 2.2026 2.3142 -3.9163 0.09 0.04 0.12 0.08
H 2.2411 3.4022 -2.5230 0.07 -0.12 -0.02 0.08
H 3.7504 2.9266 -3.3032 -0.14 -0.06 0.04 0.08
H 1.3076 0.2291 -3.0966 0.34 0.02 0.17 0.11
H 0.3686 -1.7001 -1.8829 0.53 -0.22 -0.09 0.02
H 1.6111 -2.5933 -2.7589 0.12 0.27 0.41 0.12
H 1.4711 -2.7821 -0.9859 -0.13 -0.04 -0.30 0.05
H 4.6875 -6.3590 -3.4997 0.21 0.24 0.00 0.08
H 5.2586 -4.6627 -3.4569 0.09 -0.32 0.04 0.09
H 6.0363 -5.9073 -2.4352 -0.16 0.00 -0.05 0.07
H 1.8376 -4.6517 -0.4999 -0.26 -0.41 -0.14 0.08
H 0.1531 -6.2556 0.3503 0.17 -0.16 -0.11 0.10
H 0.5019 -8.7183 0.0570 0.21 0.26 -0.20 0.10
H 2.5621 -9.5391 -1.0834 -0.07 0.31 0.01 0.10
H 4.2393 -7.9324 -1.9536 -0.32 0.09 0.21 0.11
H 7.8319 -4.7428 0.0390 -0.23 0.18 0.03 0.09
H 6.4783 -4.2772 -0.9890 -0.04 0.04 0.32 0.07
H 6.7216 -3.4732 0.5879 -0.09 -0.21 -0.12 0.09
H 7.4448 -7.0234 0.2620 -0.21 0.05 0.15 0.12
```
Forces are in eV/Å.

Orbital gap = 5.10 eV

(4)
# C18H24N2O2

C18H24N2O2 in the gas phase (wB97M-V/def2-TZVPD, the OMol25 dataset).

The geometry in XYZ format:
```
46
Properties=species:S:1:pos:R:3:forces:R:3:lowdin_charge:R:1
C 2.2693 0.1592 3.2379 1.43 -0.53 -0.04 -0.09
C 3.1396 0.4632 1.9803 -1.23 -0.27 -0.38 -0.20
C 3.1722 -0.7077 0.9558 0.34 0.96 -0.36 -0.14
N 1.8580 -0.9975 0.3081 -0.14 0.20 -0.07 0.04
C 1.3347 -0.0373 -0.5775 1.84 1.09 0.05 -0.40
O 2.1003 0.6502 -1.2412 0.53 -0.35 -0.30 0.06
C -0.0548 0.3351 -0.5298 -0.84 -0.76 -0.13 -0.06
C -0.6100 1.0740 -1.5728 -3.52 0.49 2.30 0.07
N -1.9391 1.5736 -1.5119 3.07 -1.97 0.14 0.09
C -2.5434 2.4589 -2.5087 -0.15 0.02 -0.12 -0.62
C -3.9410 2.8382 -2.0161 0.59 0.41 0.07 -0.03
C -1.6269 3.6550 -2.5881 1.12 1.01 -0.25 -0.06
C -2.6392 1.8664 -3.9085 -0.51 -0.74 -0.22 -0.04
C -0.7716 -0.1188 0.6540 -1.10 0.81 -0.87 -0.32
O -1.8087 0.4309 1.0041 -0.71 0.29 0.33 0.06
C -0.3269 -1.3492 1.2881 0.83 -1.28 0.43 -0.10
C -1.1604 -2.1252 2.0905 -1.51 -0.65 0.28 -0.01
C -0.8225 -3.4250 2.4946 1.00 0.46 0.15 -0.06
C 0.4500 -3.9183 2.1298 -1.36 0.47 -0.32 -0.04
C 1.3053 -3.1483 1.3397 0.94 -0.60 -0.16 -0.18
C 2.6163 -3.8314 0.9002 -0.25 0.72 -0.12 -0.04
C 0.9492 -1.8475 0.9649 -0.18 -0.14 0.61 -0.13
H 1.2194 0.1143 3.0011 -0.34 -0.19 -0.06 0.05
H 2.4128 0.9375 3.9797 -0.05 0.26 0.06 0.06
H 2.6003 -0.7835 3.7456 -0.41 0.55 -0.54 0.09
H 4.1614 0.7533 2.2690 -0.31 -0.17 -0.22 0.11
H 2.6579 1.2823 1.4356 0.37 0.32 0.24 0.10
H 3.9217 -0.5128 0.1637 -0.54 -0.03 0.39 0.13
H 3.5137 -1.5417 1.5266 -0.05 -0.99 0.02 0.09
H -0.0230 1.2655 -2.4339 0.38 0.22 -0.71 0.12
H -2.3843 1.4022 -0.6012 0.19 0.13 -0.47 0.12
H -4.3523 3.6295 -2.6489 -0.06 -0.29 -0.01 0.09
H -3.8752 3.2387 -1.0163 0.03 0.22 0.46 0.08
H -4.5953 1.9824 -1.9673 -0.28 -0.31 -0.23 0.08
H -2.0368 4.4952 -3.1602 -0.08 -0.20 0.04 0.09
H -1.3857 3.9985 -1.5846 -0.15 0.22 0.11 0.09
H -0.6333 3.4117 -3.0499 -0.91 0.00 0.28 0.10
H -2.9844 0.8236 -3.9499 0.16 0.20 0.33 0.09
H -1.6661 1.9294 -4.3617 0.38 -0.18 -0.47 0.07
H -3.3532 2.4159 -4.5334 0.27 0.19 0.20 0.09
H -2.1885 -1.7910 2.3589 1.02 0.12 -0.40 0.13
H -1.5046 -4.0110 3.1344 0.43 0.37 -0.54 0.11
H 0.7012 -4.9519 2.3578 0.16 0.22 0.07 0.11
H 3.1852 -4.0695 1.7891 0.33 -0.04 0.23 0.07
H 3.2685 -3.2338 0.2304 -0.66 -0.35 0.35 0.08
H 2.3902 -4.7833 0.4219 -0.07 0.04 -0.13 0.08
```
Forces are in eV/Å.

Orbital gap = 8.23 eV
Structure (SMILES) = CCCN1C(=O)/C(=C/NC(C)(C)C)C(=O)c2cccc(C)c21

(5)
# C5H6N

A gas-phase ion, C5H6N (charge +1) (wB97M-V/def2-TZVPD, the OMol25 dataset).

The geometry in XYZ format:
```
12
Properties=species:S:1:pos:R:3:forces:R:3:mulliken_spin:R:1
C 0.3378 0.0598 -1.2213 -1.05 -1.01 -4.13 -0.03
C 0.2798 1.1648 0.9167 -1.76 3.35 -0.56 0.01
C 0.0423 -1.1200 -0.1232 1.79 1.08 -0.45 0.07
C 0.5308 1.3829 -0.5878 -1.64 -2.91 1.52 1.70
C -0.3605 -0.2071 0.9342 1.93 -0.54 0.39 0.06
N -1.1989 -1.1766 0.8618 0.97 0.88 -1.77 -0.02
H 1.2108 -0.1979 -1.8812 -0.67 -0.40 0.77 0.05
H -0.5033 0.1628 -1.9919 0.81 -0.42 0.87 0.08
H 1.3033 1.3522 1.1331 1.07 -1.23 1.90 0.05
H -0.2345 2.0848 1.2743 -0.24 -1.14 0.46 0.03
H 0.7708 -2.0089 -0.1592 -1.44 1.47 0.71 0.01
H -2.1783 -1.4966 0.8447 0.23 0.88 0.28 0.00
```
Forces are in eV/Å.

2S+1 = 3
Orbital gap (alpha / beta) = 7.36 / 9.64 eV
Charge = +1
<S²> = 2.008

What did we get for calculated total energy? Answer: -1122.49604, -3038.33162, -3230.91518, -960.29773, -248.28944 hartree, in the order shown.